Record 1
15
Properties=species:S:1:pos:R:3:forces:R:3 method="wB97M-V/def2-TZVPD" homo_energy_ha=-0.3679 fmax_ha_per_bohr=0.03565 smiles="O=CCCC=O.O" gap_ev=10.47
O 2.77895 -2.38145 -0.23227 0.022 0.127 0.056
C 1.62826 -2.35708 0.10798 -0.236 -0.130 0.145
C 0.91468 -1.17885 0.73783 0.105 -0.686 -1.183
C 0.04985 -0.56507 -0.39769 0.870 1.518 0.547
C -1.00570 0.35799 0.22052 0.295 -0.640 -0.265
O -1.76895 -0.03340 1.05949 -0.108 0.214 -0.019
H 0.96898 -3.23494 -0.07793 0.064 0.040 0.010
H 0.32139 -1.54070 1.57909 -0.021 0.278 -0.010
H 1.66236 -0.43260 0.97572 0.033 0.020 0.613
H -0.36882 -1.24499 -1.12079 -0.468 -0.588 0.080
H 0.76621 0.04788 -0.97305 -0.435 -0.104 0.012
H -0.99826 1.41444 -0.11454 -0.103 -0.048 0.015
O -1.90542 4.76478 -1.00155 -1.032 -1.176 -0.924
H -2.54298 4.92058 -1.71727 0.259 1.145 0.059
H -2.10007 3.81038 -1.01864 0.757 0.031 0.864



Record 2
16
Properties=species:S:1:pos:R:3:forces:R:3 method="wB97M-V/def2-TZVPD" homo_energy_ha=-0.3198 fmax_ha_per_bohr=0.07495 smiles="C[C@@H]1C[C@]1(C)N=O" gap_ev=9.29
C 1.55870 -0.94077 0.89153 0.867 0.461 -0.374
C 0.24206 -0.28467 0.67178 -2.864 -2.320 -1.126
C -0.61466 -0.93371 -0.75267 1.161 0.581 1.860
C -0.39408 0.48609 -0.49859 1.573 0.479 0.572
C -1.55749 1.37689 -0.14865 0.047 0.221 -0.110
N 0.83362 1.20679 -0.86339 0.829 -0.430 -1.685
O 1.67401 0.59968 -1.52753 -1.660 0.764 0.886
H 1.44470 -1.87819 1.44403 -0.169 0.173 -0.092
H 2.19173 -0.27436 1.48539 0.130 -0.126 0.002
H 2.08378 -1.16391 -0.04043 -0.050 0.081 0.151
H -0.32930 -0.20340 1.59297 -0.299 -0.025 -0.251
H -1.61413 -1.33961 -0.65396 0.075 0.203 0.128
H 0.06225 -1.46316 -1.41239 0.091 0.095 0.197
H -1.20914 2.37122 0.14376 0.016 -0.111 -0.111
H -2.22203 1.46040 -1.01308 0.083 0.105 0.068
H -2.15004 0.98068 0.68122 0.170 -0.152 -0.115



Record 3
14
Properties=species:S:1:pos:R:3:forces:R:3 method="wB97M-V/def2-TZVPD" homo_energy_ha=-0.3268 fmax_ha_per_bohr=0.09423 smiles="S=CNn1cccc1" gap_ev=9.27
S -4.36284 0.06165 0.07230 0.629 -0.279 -0.440
C -2.75106 0.08023 0.35118 0.215 0.473 0.990
N -1.74885 -0.47904 -0.39455 -3.735 -0.295 -3.073
N -0.43766 -0.21773 -0.22004 1.951 -1.253 0.381
C 0.50289 -1.15928 0.26353 -0.030 2.076 -0.318
C 1.69009 -0.49951 0.36535 -0.688 0.477 -0.012
C 1.53996 0.84487 -0.07559 0.877 -0.905 0.270
C 0.26515 0.92035 -0.46333 -0.922 2.459 -0.296
H -2.44139 0.59769 1.26927 0.472 -0.325 -0.331
H -2.19846 -0.72133 -1.39546 2.002 0.401 2.584
H 0.24979 -2.13064 0.54125 -0.603 -1.237 0.286
H 2.53129 -0.80770 0.88088 1.538 -1.118 0.574
H 2.26892 1.66408 -0.06180 -0.456 -0.610 -0.098
H -0.10233 1.88076 -0.73302 -1.249 0.137 -0.518



Record 4
19
Properties=species:S:1:pos:R:3:forces:R:3 method="wB97M-V/def2-TZVPD" homo_energy_ha=-0.3217 fmax_ha_per_bohr=0.06394 smiles="C=NO.CCCN" gap_ev=9.80
C 2.08089 2.03378 -0.07581 0.263 0.475 -1.670
N 1.39065 1.39824 -0.93379 -0.513 -0.159 0.686
O 0.43077 2.17718 -1.59569 0.713 0.076 0.239
H 2.14967 3.11952 -0.09967 -0.512 0.082 0.491
H 2.83652 1.48281 0.46004 -0.033 -0.249 0.062
H -0.08100 1.53633 -2.11146 0.305 -0.016 0.167
C -0.44368 0.22055 1.79637 0.449 -0.224 -0.335
C -0.57405 -0.99590 0.89453 -1.523 -0.919 -1.896
C -0.73761 -0.92808 -0.78020 1.438 1.038 2.769
N -1.00852 -2.16821 -1.41733 -0.300 -0.633 -0.209
H 0.58506 0.57633 1.78549 -0.165 0.538 -0.202
H -1.18107 0.97745 1.53317 0.270 0.283 -0.045
H -0.62147 -0.05685 2.83518 -0.187 -0.176 0.014
H 0.21340 -1.72867 1.08552 0.012 0.030 0.011
H -1.52989 -1.46407 1.15220 0.098 -0.327 0.218
H 0.25223 -0.58216 -1.08814 -0.409 0.172 -0.387
H -1.51777 -0.20330 -1.02066 0.115 0.072 -0.016
H -1.93546 -2.52474 -1.21563 0.192 -0.095 0.103
H -0.30866 -2.87021 -1.20410 -0.212 0.031 -0.001



Copy entry 1 word for word.
15
Properties=species:S:1:pos:R:3:forces:R:3 method="wB97M-V/def2-TZVPD" homo_energy_ha=-0.3679 fmax_ha_per_bohr=0.03565 smiles="O=CCCC=O.O" gap_ev=10.47
O 2.77895 -2.38145 -0.23227 0.022 0.127 0.056
C 1.62826 -2.35708 0.10798 -0.236 -0.130 0.145
C 0.91468 -1.17885 0.73783 0.105 -0.686 -1.183
C 0.04985 -0.56507 -0.39769 0.870 1.518 0.547
C -1.00570 0.35799 0.22052 0.295 -0.640 -0.265
O -1.76895 -0.03340 1.05949 -0.108 0.214 -0.019
H 0.96898 -3.23494 -0.07793 0.064 0.040 0.010
H 0.32139 -1.54070 1.57909 -0.021 0.278 -0.010
H 1.66236 -0.43260 0.97572 0.033 0.020 0.613
H -0.36882 -1.24499 -1.12079 -0.468 -0.588 0.080
H 0.76621 0.04788 -0.97305 -0.435 -0.104 0.012
H -0.99826 1.41444 -0.11454 -0.103 -0.048 0.015
O -1.90542 4.76478 -1.00155 -1.032 -1.176 -0.924
H -2.54298 4.92058 -1.71727 0.259 1.145 0.059
H -2.10007 3.81038 -1.01864 0.757 0.031 0.864